Record 1
The following is a DFT calculation (ωB97M-V/def2-TZVPD) of a cluster of 8 separate species, C54H50IN10O15P in total.

```
131
Properties=species:S:1:pos:R:3:forces:R:3
N 1.093 7.149 0.184 -2.8 -0.6 6.7
C 0.632 7.019 1.303 2.2 -0.6 -3.4
C 0.191 6.622 2.786 -0.2 0.7 -0.1
C 0.234 5.045 3.104 1.5 -0.6 0.4
C 0.162 4.883 4.719 -1.0 -0.9 3.4
N 0.021 4.682 5.913 0.9 1.2 -6.8
C 1.535 4.268 2.556 0.8 -0.4 0.7
C 2.933 5.040 2.753 0.5 -0.5 -0.2
C 3.665 4.768 4.168 0.9 -0.2 -1.2
C 4.707 5.979 4.405 0.4 -0.4 0.7
N 4.400 6.697 5.696 -0.7 2.5 2.1
C 4.187 6.154 7.034 -0.3 4.2 1.3
C 3.952 7.368 8.014 0.7 -0.1 -4.1
C 4.006 8.709 7.158 0.8 -6.0 -2.1
C 4.276 8.143 5.730 -0.6 1.4 3.9
P -1.312 4.096 2.434 -1.0 -1.2 1.3
O -0.904 2.405 2.568 -0.1 2.2 0.8
I -1.590 4.456 0.019 0.7 -0.2 0.5
H 0.876 7.136 3.570 -1.0 -0.7 -1.7
H -0.877 7.027 2.981 1.7 -0.7 -0.5
H 1.375 3.927 1.464 0.2 0.9 1.7
H 1.615 3.288 3.177 -0.3 1.6 -1.1
H 2.886 6.174 2.596 -0.3 -1.6 0.1
H 3.656 4.637 1.934 -1.3 0.8 1.3
H 2.956 4.614 5.055 1.0 0.5 -1.3
H 4.293 3.796 4.033 -1.3 1.7 0.5
H 5.796 5.575 4.426 -1.9 0.7 0.2
H 4.692 6.788 3.590 -0.2 -1.3 1.2
H 4.199 5.037 7.294 0.1 2.1 -0.7
H 3.781 7.347 9.149 0.3 -0.3 -2.1
H 3.891 9.798 7.504 0.2 -2.1 -0.8
H 4.384 8.912 4.882 0.0 -2.1 0.9
H -1.109 2.205 3.522 0.2 0.1 -1.2
C 2.809 -1.126 1.420 0.0 0.0 0.0
C 4.089 -1.644 1.606 -0.1 0.4 0.2
C 4.988 -0.996 2.448 0.1 -0.1 0.0
C 4.593 0.170 3.103 -0.5 -0.4 -0.5
C 3.316 0.698 2.915 -0.1 0.1 0.0
C 2.424 0.045 2.069 0.3 0.0 0.1
N 5.525 0.843 4.010 0.3 0.1 0.2
O 6.646 0.364 4.138 -0.6 0.3 0.0
O 5.130 1.847 4.592 0.4 -0.6 -0.2
H 2.105 -1.639 0.764 0.8 0.4 0.6
H 4.384 -2.556 1.096 0.0 0.1 0.1
H 5.982 -1.411 2.584 -0.1 0.2 0.1
H 3.002 1.607 3.417 0.3 -0.2 0.0
H 1.427 0.446 1.918 0.1 0.0 0.0
C 8.478 -1.143 8.491 0.0 -0.1 0.0
C 8.576 -2.339 9.198 -0.1 0.0 -0.3
C 8.206 -3.537 8.596 0.0 -0.1 0.1
C 7.742 -3.528 7.281 0.2 0.8 0.4
C 7.634 -2.333 6.570 0.0 0.0 -0.1
C 8.004 -1.139 7.182 0.0 -0.1 0.2
N 7.374 -4.790 6.633 -0.2 -0.6 -0.3
O 7.464 -5.818 7.294 -0.1 0.7 -0.4
O 7.002 -4.747 5.467 0.2 0.0 0.7
H 8.773 -0.210 8.962 -0.1 -0.1 -0.1
H 8.945 -2.336 10.219 -0.1 -0.1 -0.1
H 8.288 -4.462 9.158 -0.1 0.0 -0.3
H 7.269 -2.315 5.548 0.0 -0.2 0.2
H 7.926 -0.203 6.636 0.0 -0.2 0.0
C -3.363 -4.035 -1.641 0.1 0.1 -0.1
C -2.162 -4.739 -1.625 0.0 0.3 0.1
C -0.994 -4.115 -1.199 0.1 -0.1 0.0
C -1.041 -2.784 -0.785 -0.6 -0.4 -0.2
C -2.240 -2.071 -0.806 -0.1 0.1 0.1
C -3.402 -2.702 -1.237 0.3 -0.1 0.0
N 0.180 -2.130 -0.312 0.0 0.1 0.0
O 1.222 -2.784 -0.326 -0.9 0.1 -0.4
O 0.095 -0.971 0.074 0.1 -0.7 -0.3
H -4.270 -4.525 -1.968 0.3 0.3 0.2
H -2.138 -5.776 -1.943 0.0 0.2 0.0
H -0.065 -4.676 -1.191 -0.1 0.2 0.1
H -2.285 -1.033 -0.491 0.2 -0.2 0.0
H -4.341 -2.158 -1.255 0.1 0.0 0.0
C -7.250 -8.286 -5.832 0.0 0.0 0.0
C -6.212 -8.787 -5.051 -0.1 0.3 0.0
C -5.757 -8.067 -3.951 0.1 0.0 0.1
C -6.355 -6.846 -3.638 -0.2 -0.4 -0.7
C -7.390 -6.336 -4.422 -0.1 0.1 0.0
C -7.835 -7.062 -5.522 0.2 -0.1 0.2
N -5.897 -6.096 -2.467 0.0 0.0 0.3
O -4.972 -6.566 -1.812 -0.7 0.2 -0.4
O -6.466 -5.043 -2.203 0.4 -0.6 -0.1
H -7.606 -8.854 -6.687 0.0 0.1 0.1
H -5.759 -9.742 -5.299 0.0 0.1 0.1
H -4.948 -8.469 -3.351 -0.2 0.2 0.0
H -7.857 -5.384 -4.189 0.2 -0.1 0.1
H -8.642 -6.676 -6.136 0.2 0.0 0.1
C 3.405 -1.533 -4.195 0.0 0.0 0.0
C 2.698 -1.252 -5.361 -0.1 -0.2 0.2
C 1.680 -2.102 -5.782 0.0 0.0 -0.1
C 1.375 -3.232 -5.022 0.6 0.5 0.3
C 2.084 -3.522 -3.858 0.0 -0.1 0.1
C 3.102 -2.667 -3.447 -0.1 0.1 -0.2
N 0.287 -4.117 -5.446 -0.5 -0.4 -0.3
O -0.302 -3.841 -6.484 0.4 -0.2 0.7
O 0.026 -5.081 -4.737 0.2 0.6 -0.4
H 4.195 -0.863 -3.867 -0.1 -0.1 0.0
H 2.939 -0.367 -5.942 -0.1 -0.1 0.0
H 1.138 -1.872 -6.693 0.0 -0.2 0.2
H 1.857 -4.401 -3.263 -0.1 0.1 -0.2
H 3.658 -2.883 -2.540 -0.1 0.0 -0.1
C 0.469 9.884 -3.085 0.1 0.0 -0.1
C 1.188 8.771 -2.658 -0.1 0.2 -0.1
C 2.147 8.200 -3.489 0.0 0.0 0.0
C 2.381 8.756 -4.747 -0.6 0.3 0.6
C 1.658 9.866 -5.183 0.0 0.1 -0.1
C 0.699 10.428 -4.346 0.1 -0.2 0.1
N 3.408 8.174 -5.616 0.5 -0.3 -0.4
O 4.009 7.188 -5.207 -0.4 0.6 -0.3
O 3.608 8.708 -6.699 -0.1 -0.3 0.7
H -0.275 10.330 -2.431 0.1 -0.1 -0.1
H 1.003 8.350 -1.674 0.1 0.0 -0.3
H 2.701 7.334 -3.144 0.0 0.1 -0.2
H 1.830 10.302 -6.162 0.1 -0.2 0.1
H 0.133 11.294 -4.675 0.1 -0.1 0.0
C -14.046 -5.720 -4.430 0.0 0.0 0.0
C -13.322 -6.833 -4.011 0.0 0.1 -0.2
C -12.358 -7.392 -4.845 0.1 -0.1 0.0
C -12.124 -6.824 -6.097 -0.6 0.3 0.5
C -12.851 -5.713 -6.525 0.0 0.1 -0.1
C -13.815 -5.163 -5.686 0.1 -0.2 0.1
N -11.092 -7.393 -6.968 0.3 -0.3 -0.4
O -10.487 -8.379 -6.566 -0.4 0.6 -0.3
O -10.891 -6.848 -8.046 -0.1 -0.3 0.7
H -14.794 -5.283 -3.775 0.1 -0.1 -0.1
H -13.507 -7.263 -3.032 0.1 0.0 -0.2
H -11.801 -8.259 -4.506 0.0 0.1 -0.2
H -12.679 -5.268 -7.500 0.1 -0.2 0.1
H -14.385 -4.298 -6.008 0.1 -0.1 0.0
```
Forces are in eV/Å.

Its charge is 0.

Record 2
The following is a DFT calculation (ωB97M-V/def2-TZVPD) of a cluster of 7 separate species, C5H24NO8 in total.

```
38
Properties=species:S:1:pos:R:3:forces:R:3
C -0.313 -0.580 0.321 -0.1 0.8 0.5
N -0.157 -1.940 0.938 -1.5 1.3 -0.8
C 1.094 -2.142 1.454 0.2 -1.4 2.4
O 1.486 -1.190 2.571 -0.6 -1.6 -0.6
C -1.823 -0.445 -0.077 2.6 -1.8 -1.2
C -1.878 -0.870 -1.522 -3.1 -1.0 1.3
C -1.298 0.110 -2.462 3.8 -0.6 0.6
O -0.808 -0.819 -3.476 0.0 1.3 -1.3
H 0.413 -0.634 -0.606 -1.6 0.7 2.0
H -0.078 0.414 0.998 0.0 -3.1 -1.4
H -0.909 -2.264 1.561 0.6 0.9 -0.4
H 1.801 -2.140 0.653 0.9 0.2 -0.1
H 1.031 -3.192 1.877 0.8 1.2 0.0
H 2.014 -0.491 2.165 0.2 -0.7 -0.5
H -2.332 0.426 0.148 -0.4 1.9 0.0
H -2.301 -1.138 0.510 -1.4 -2.2 1.2
H -1.648 -1.991 -1.586 0.9 1.9 -0.2
H -2.903 -0.926 -1.846 -1.2 -0.2 0.1
H -0.304 0.531 -1.919 -2.7 -0.4 -1.7
H -1.957 0.889 -2.899 0.3 -0.6 0.4
H 1.744 -0.028 -2.515 0.9 -0.7 -2.7
H 0.119 -0.835 -3.255 0.6 -0.3 -0.2
O 1.579 0.332 -1.692 -0.5 1.1 1.8
H -1.693 -0.047 2.284 -0.1 -1.2 1.2
H -0.480 -0.469 2.976 0.6 -0.5 0.4
O -1.417 -0.704 2.988 -0.8 1.9 -0.8
H -0.192 2.423 -0.222 -1.0 -0.3 0.3
H -1.659 2.555 0.442 -0.4 0.9 0.4
O -1.048 1.951 0.050 1.2 1.2 -0.3
H 0.219 3.057 -1.748 -5.3 2.2 -3.6
H 1.079 1.738 -1.545 0.3 -0.1 -0.8
O 0.916 2.732 -1.349 5.7 -1.8 3.6
H 1.825 1.007 2.147 -0.9 4.0 0.8
H 1.075 2.294 1.740 -2.1 1.2 -3.0
O 1.564 2.001 2.440 2.9 -4.5 2.3
H 2.488 -0.620 0.016 -0.4 -2.0 -2.1
H 2.148 0.895 -0.111 2.1 -3.6 2.1
O 2.601 0.110 0.551 -0.4 6.0 0.4
```
Forces are in eV/Å.

As for the relative energy (zero: lowest compared OMol25 entry of this formula, charge and spin): 116.8 kcal/mol. Its charge is -1.

Number 1: orbital gap 6.80 eV. Number 2: orbital gap 8.27 eV.